No. 1
17
Properties=species:S:1:pos:R:3:nbo_charge:R:1 method="wB97M-V/def2-TZVPD" relative_energy_kj_mol=116.2 homo_energy_ev=-14.5 max_force_ev_per_a=3.85 homo_lumo_gap_ev=10.713 charge=+1
C 1.0336 1.9708 0.1772 -0.1875
C 0.8445 1.3930 1.3466 -0.2356
C -0.4111 -1.1931 -1.0815 0.8568
C 0.3793 1.2543 -0.8965 -0.1128
C 0.1839 0.0480 1.2534 -0.0732
C -1.2621 -2.1118 -0.3229 -0.7441
O 0.1116 -1.1937 -2.1508 -0.4114
O -0.2429 0.1003 -0.1790 -0.4225
H 1.5033 3.0028 -0.0752 0.2770
H 1.2366 1.8868 2.2060 0.2650
H -0.4220 1.8043 -1.4397 0.2438
H 1.1446 0.9301 -1.6191 0.2432
H 0.8930 -0.8026 1.4005 0.2313
H -0.8122 -0.0870 1.6811 0.2296
H -1.7479 -1.5080 0.5216 0.2561
H -1.9443 -2.6159 -0.9267 0.2902
H -0.4878 -2.8783 0.1052 0.2941

No. 2
55
Properties=species:S:1:pos:R:3:lowdin_spin:R:1 method="wB97M-V/def2-TZVPD" relative_energy_kj_mol=180.5 homo_energy_ev="-13.2 / -14.7" max_force_ev_per_a=1.25 homo_lumo_gap_ev="5.350 / 6.901" charge=+2 spin_multiplicity=6
Fe 0.6314 0.4846 -0.2412 3.6951
I 0.7424 0.1417 2.5081 0.0474
C -0.9248 -1.1756 2.4656 0.0250
C -1.4446 -1.6569 3.6236 -0.0019
C -2.4817 -2.6119 3.5441 0.0234
C -2.8811 -3.1362 2.3345 -0.0003
C -2.3302 -2.6743 1.1386 0.0127
C -2.6305 -3.2833 -0.1312 0.0121
C -2.1894 -2.7611 -1.2818 -0.0046
C -1.5157 -1.4332 -1.2793 0.0443
C -1.0383 -0.9096 0.0219 0.0918
C -1.3897 -1.5784 1.1757 0.0142
H -1.0846 -1.3272 4.5885 0.0002
H -2.9447 -2.9560 4.4597 0.0011
H -3.6281 -3.9194 2.3046 -0.0001
H -3.2009 -4.2037 -0.1317 0.0003
H -2.3821 -3.2219 -2.2410 0.0004
H -2.1983 -0.7221 -1.7548 -0.0007
N 3.2436 -0.1052 0.2314 0.0214
N 3.3452 -1.5026 0.2966 0.0232
C 2.4884 -2.2626 -0.4324 0.0454
N 2.6544 -3.5777 -0.4708 0.0385
N 1.5222 -1.5825 -1.0399 0.0548
N 0.6386 -2.2015 -1.8407 0.3768
O 0.4036 -3.4208 -1.9009 0.3427
O -0.3502 -1.3354 -2.2151 0.0141
H 3.8608 0.2483 -0.4951 0.0004
H 3.5471 0.2711 1.1214 0.0002
H 4.2102 -1.9130 0.6122 0.0014
H 3.4429 -4.0286 -0.0365 0.0015
H 2.0161 -4.1237 -1.0309 -0.0016
C 2.8611 2.8879 0.1022 0.0025
N 1.5890 2.5674 -0.5603 0.0303
C 1.7778 2.4335 -2.0202 0.0105
C 0.6058 3.6057 -0.2383 0.0016
C -0.7260 3.2745 -0.8633 0.0034
N -1.2083 1.9686 -0.4048 0.0539
C -1.7897 2.0807 0.9380 0.0010
C -2.2573 1.5081 -1.3221 0.0045
H 3.2311 3.8708 -0.2058 0.0008
H 3.6157 2.1473 -0.1517 0.0000
H 2.7204 2.9016 1.1834 0.0002
H 1.8141 3.4080 -2.5181 0.0024
H 0.9664 1.8521 -2.4697 0.0038
H 2.7172 1.9228 -2.2252 -0.0001
H 0.9370 4.5870 -0.5987 0.0006
H 0.5268 3.6624 0.8481 0.0000
H -0.6236 3.2355 -1.9485 0.0000
H -1.4441 4.0718 -0.6339 0.0016
H -2.6607 2.7475 0.9317 0.0002
H -1.0656 2.4733 1.6473 -0.0001
H -2.1158 1.0976 1.2770 0.0009
H -3.0384 2.2680 -1.4399 0.0012
H -2.7280 0.6100 -0.9237 0.0012
H -1.8368 1.2968 -2.3066 0.0004

No. 3
11
Properties=species:S:1:pos:R:3:nbo_charge:R:1 method="wB97M-V/def2-TZVPD" relative_energy_kj_mol=0.0 homo_energy_ev=-9.4 max_force_ev_per_a=0.52 homo_lumo_gap_ev=10.161 smiles="O=CO.CS"
O -1.3529 0.7943 -0.0047 -0.6021
C -2.0679 0.0820 0.6375 0.6501
O -1.8232 -1.2132 0.8424 -0.6876
H -2.9915 0.4127 1.1210 0.1158
H -0.9142 -1.3645 0.5118 0.5015
C 1.5596 0.2897 -1.0171 -0.7196
S 1.5411 -0.7664 0.4664 -0.0712
H 1.5615 1.3234 -0.6955 0.2328
H 0.6534 0.1273 -1.5883 0.2293
H 2.4296 0.0965 -1.6343 0.2174
H 1.4045 0.2182 1.3607 0.1336

No. 4
18
Properties=species:S:1:pos:R:3:nbo_charge:R:1 method="wB97M-V/def2-TZVPD" relative_energy_kj_mol=802.7 homo_energy_ev="-14.8 / -14.8" max_force_ev_per_a=7.21 homo_lumo_gap_ev="9.068 / 9.070" charge=+1
C -1.3560 0.8916 -0.5121 0.1061
C -0.9863 -0.2759 -0.1207 -0.0396
C 1.3433 0.1562 0.2617 0.3538
C 0.1935 -0.6681 0.6608 -0.5529
C -2.0046 -1.3467 -0.3938 -0.5909
N 1.4386 1.3965 -0.0044 -0.1846
N 2.7123 -0.5786 0.0054 0.5388
N 0.3806 2.2033 0.0344 -0.4633
O 3.5679 0.1902 -0.2812 -0.2763
O 2.6540 -1.7585 0.1443 -0.3325
H -2.1535 1.4460 -1.0136 0.2672
H -0.0218 -0.7436 1.6771 0.2899
H 0.4669 -1.6368 0.3726 0.2924
H -1.5528 -1.8955 -1.2157 0.2628
H -2.9546 -0.7666 -0.4700 0.2503
H -1.9143 -1.9499 0.5883 0.2496
H 0.3984 2.8866 -0.5816 0.4013
H -0.2117 2.4499 0.8484 0.4279

No. 5
54
Properties=species:S:1:pos:R:3:nbo_charge:R:1 method="wB97M-V/def2-TZVPD" relative_energy_kj_mol=73.5 homo_energy_ev=-8.0 max_force_ev_per_a=0.48 homo_lumo_gap_ev=8.781 smiles=CCN(Cc1ccccc1)Cc1ccc(OCc2ccccc2)c(OC)c1
C -1.7136 4.8455 -1.6252 -0.6365
C -0.7165 4.3131 -0.5888 -0.2109
N -0.3587 2.9124 -0.6925 -0.4513
C 0.4292 2.5846 -1.8707 -0.2700
C 1.7492 3.3031 -1.8510 0.0672
C 2.5968 3.1456 -0.7605 -0.2242
C 3.8110 3.8035 -0.7114 -0.2087
C 4.1974 4.6260 -1.7575 -0.2237
C 3.3624 4.7856 -2.8488 -0.1961
C 2.1436 4.1296 -2.8931 -0.2512
C -1.4696 1.9945 -0.5113 -0.2257
C -0.9656 0.6331 -0.1089 -0.0472
C -1.4156 -0.5229 -0.7130 -0.2193
C -0.9325 -1.7633 -0.3154 -0.2770
C 0.0189 -1.8609 0.6828 0.2568
O 0.5745 -3.0209 1.1392 -0.4820
C 0.1578 -4.2369 0.5650 -0.0999
C -1.2760 -4.6058 0.8654 0.0355
C -1.9862 -5.4256 -0.0020 -0.2502
C -3.2932 -5.7782 0.2829 -0.2028
C -3.9041 -5.3087 1.4335 -0.2224
C -3.2007 -4.4904 2.3006 -0.1876
C -1.8911 -4.1439 2.0206 -0.2438
C 0.4871 -0.6816 1.3050 0.2633
O 1.4217 -0.8645 2.2822 -0.4833
C 1.9541 0.2735 2.9101 -0.2475
C -0.0149 0.5416 0.9061 -0.2610
H -1.9048 5.8985 -1.4355 0.2154
H -2.6574 4.3082 -1.5683 0.2022
H -1.3154 4.7486 -2.6321 0.2013
H -1.1307 4.4657 0.4132 0.1898
H 0.2117 4.8873 -0.6581 0.2041
H 0.6119 1.5050 -1.8367 0.2226
H -0.1072 2.8017 -2.8105 0.1700
H 2.2848 2.5033 0.0487 0.2132
H 4.4612 3.6753 0.1422 0.2103
H 5.1467 5.1402 -1.7213 0.2115
H 3.6584 5.4253 -3.6677 0.2099
H 1.4948 4.2611 -3.7481 0.2082
H -2.0989 2.3920 0.2919 0.2063
H -2.0942 1.8997 -1.4160 0.1720
H -2.1536 -0.4737 -1.5001 0.2092
H -1.3156 -2.6496 -0.7949 0.2221
H 0.3299 -4.2338 -0.5212 0.1798
H 0.8241 -4.9853 1.0110 0.2089
H -1.5124 -5.7885 -0.9037 0.2089
H -3.8375 -6.4169 -0.3973 0.2127
H -4.9262 -5.5803 1.6525 0.2128
H -3.6725 -4.1222 3.1997 0.2119
H -1.3373 -3.5075 2.6949 0.2247
H 2.6800 -0.1009 3.6305 0.1998
H 2.4615 0.9295 2.1947 0.1729
H 1.1821 0.8437 3.4380 0.1745
H 0.3212 1.4593 1.3602 0.2245

No. 6
15
Properties=species:S:1:pos:R:3:nbo_charge:R:1 method="wB97M-V/def2-TZVPD" relative_energy_kj_mol=482.9 homo_energy_ev=-3.3 max_force_ev_per_a=4.92 homo_lumo_gap_ev=7.232 smiles="C=[S@](=O)([O-])NCC" charge=-1
C 2.5509 0.3829 0.5931 -1.1014
S 1.6802 0.7239 -0.8501 2.1170
O 1.6116 -0.4173 -1.7855 -0.9909
O 2.0186 2.0057 -1.4026 -0.9755
N -0.4475 0.7662 -0.3675 -0.8357
C -0.8538 -0.7694 -0.1685 -0.2531
C -2.3113 -0.6297 0.4029 -0.6172
H 2.8739 1.2246 1.1518 0.2003
H 1.9139 -0.3665 0.9926 0.1767
H -0.2820 1.1134 0.5091 0.3007
H -0.0548 -0.9912 0.5068 0.1878
H -0.8074 -1.2047 -1.1709 0.2067
H -2.2620 -0.2923 1.4286 0.1916
H -2.8029 0.0249 -0.2231 0.2115
H -2.8274 -1.5706 0.3832 0.1816

No. 7
103
Properties=species:S:1:pos:R:3:lowdin_spin:R:1 method="wB97M-V/def2-TZVPD" relative_energy_kj_mol=0.0 homo_energy_ev="-2.8 / -5.3" max_force_ev_per_a=2.36 homo_lumo_gap_ev="4.595 / 7.159" charge=-1 spin_multiplicity=3
Ti 0.7538 0.1682 0.9198 0.3456
C -3.4894 0.2635 2.5326 0.0022
O -2.5060 0.4761 3.5135 0.0373
C -1.3036 0.5267 2.8287 0.1618
N -1.3455 0.1370 1.5605 0.1459
C -2.7191 -0.2932 1.3077 0.0126
C -3.3849 0.1128 0.0122 0.0032
C -2.6752 0.3801 -1.1500 0.0002
C -3.3360 0.6855 -2.3281 0.0007
C -4.7187 0.7398 -2.3695 -0.0002
C -5.4363 0.4871 -1.2123 0.0008
C -4.7753 0.1691 -0.0379 0.0001
C -0.1709 1.0747 3.4370 0.1485
C -0.1351 1.6229 4.7428 0.2075
C 0.9930 2.3217 5.1399 0.1057
C 2.0197 2.5551 4.2349 0.2140
C 1.9320 1.9649 2.9523 0.1486
N 0.9194 1.1163 2.6135 0.1267
C 2.7718 2.2233 1.8506 0.1185
N 2.5551 1.6534 0.6892 0.0889
C 3.6339 2.0738 -0.1921 0.0065
C 4.2074 3.3087 0.5487 0.0018
O 3.8074 3.1285 1.8952 0.0328
C 3.2702 2.3501 -1.6263 0.0010
C 4.2913 2.4833 -2.5595 0.0002
C 3.9953 2.7394 -3.8839 0.0000
C 2.6777 2.8554 -4.2925 0.0002
C 1.6569 2.6926 -3.3720 0.0001
C 1.9520 2.4471 -2.0425 0.0016
H -3.9613 1.2283 2.2860 0.0007
H -4.2422 -0.4222 2.9249 0.0003
H -2.7364 -1.3946 1.3407 0.0048
H -1.5992 0.3075 -1.1345 0.0001
H -2.7603 0.8579 -3.2248 0.0001
H -5.2362 0.9590 -3.2946 0.0000
H -6.5164 0.5344 -1.2168 0.0001
H -5.3625 -0.0464 0.8434 0.0001
H -0.9909 1.4934 5.3845 0.0138
H 1.0459 2.7227 6.1412 0.0006
H 2.8659 3.1757 4.4794 0.0134
H 4.4073 1.2872 -0.1893 0.0025
H 3.7715 4.2443 0.1661 0.0007
H 5.2951 3.3652 0.5031 0.0004
H 5.3163 2.3496 -2.2475 0.0001
H 4.7986 2.8300 -4.5989 0.0000
H 2.4536 3.0594 -5.3303 0.0000
H 0.6256 2.7350 -3.6903 0.0000
H 1.1700 2.2818 -1.3160 0.0010
O 5.7343 -1.3706 -3.9111 0.0005
C 5.9585 -1.2309 -2.7106 0.0003
O 7.0134 -1.0816 -2.0889 0.0002
C 4.6729 -1.1760 -1.7860 0.0050
C 4.8044 -1.2617 -0.3984 -0.0007
C 3.7056 -1.0492 0.4142 0.0043
N 2.5153 -0.7168 -0.0782 0.0008
C 2.3663 -0.6863 -1.4115 0.0042
C 3.4075 -0.9210 -2.2969 0.0005
C 0.9651 -0.3284 -1.8206 0.0028
O 0.5740 -0.3526 -2.9763 0.0021
O 0.2422 0.0174 -0.8102 0.0011
H 5.7804 -1.4708 0.0148 -0.0001
H 3.7755 -1.1003 1.5016 0.0005
H 3.2524 -0.8749 -3.3640 0.0000
F 2.1020 -5.3576 3.5810 0.0002
C 1.7366 -4.1639 3.0251 0.0009
C 1.5453 -3.0714 3.8414 0.0005
C 1.1876 -1.8562 3.2691 0.0037
C 1.0000 -1.6915 1.8903 -0.0034
C 1.1961 -2.8482 1.1198 0.0010
C 1.5641 -4.0689 1.6598 0.0007
H 1.7009 -3.1607 4.9069 0.0001
H 1.0580 -1.0216 3.9528 0.0013
H 1.0630 -2.8070 0.0459 -0.0001
H 1.7380 -4.9261 1.0282 0.0000
O -1.0579 -4.7345 -0.0252 0.0000
C -1.7923 -3.6316 -0.0498 0.0002
O -1.3580 -2.5271 -0.2103 0.0009
C -3.3073 -3.9157 0.1253 0.0006
N -3.5095 -5.3664 0.1814 0.0001
C -4.1885 -5.7931 -1.0448 0.0000
C -3.9748 -4.6428 -2.0271 0.0000
C -4.0495 -3.4159 -1.1210 0.0000
H -3.6410 -3.4039 1.0328 0.0005
H -3.9987 -5.6674 1.0141 0.0000
H -1.6879 -5.4863 0.0926 0.0000
H -5.2622 -5.9507 -0.8792 0.0000
H -3.7553 -6.7333 -1.3958 0.0000
H -4.7190 -4.6346 -2.8197 0.0000
H -2.9834 -4.7056 -2.4753 0.0000
H -5.0876 -3.1719 -0.8810 0.0000
H -3.5673 -2.5315 -1.5359 0.0000
C -2.6489 4.6116 -1.0120 0.0001
N -1.3672 4.1285 -0.5527 0.0000
C -0.1812 4.8411 -0.9642 0.0000
C -1.2666 2.9813 0.1340 0.0023
O -0.2216 2.4764 0.4947 0.0174
H -2.5454 5.6470 -1.3252 0.0000
H -3.3846 4.5634 -0.2103 0.0000
H -3.0172 4.0240 -1.8561 0.0000
H -0.2381 5.8826 -0.6479 0.0000
H -0.0560 4.7972 -2.0474 0.0000
H 0.6744 4.3640 -0.4900 0.0000
H -2.2521 2.5398 0.3587 0.0001

No. 8
11
Properties=species:S:1:pos:R:3:nbo_charge:R:1 method="wB97M-V/def2-TZVPD" relative_energy_kj_mol=20.4 homo_energy_ev=-10.2 max_force_ev_per_a=0.47 homo_lumo_gap_ev=10.982 smiles="O=C1NCCO1"
O -2.5000 -0.2104 -0.7178 -0.5933
C -1.3311 -0.1694 -0.4456 0.8731
N -0.7513 -0.1486 0.8110 -0.6512
C 0.5995 0.3558 0.6632 -0.2442
C 0.9221 -0.2761 -0.6819 -0.0770
O -0.3274 -0.1323 -1.3738 -0.4957
H -1.3481 0.1474 1.5686 0.4084
H 0.6103 1.4469 0.5258 0.1819
H 1.2548 0.0868 1.4930 0.2130
H 1.1548 -1.3461 -0.6267 0.1851
H 1.7165 0.2461 -1.2157 0.1998